C22H21N5O | ωB97M-V with the def2-TZVPD basis set

Net charge   0
SMILES   Cc1cc(C)n2nc(C(=O)N(C)C(c3ccccc3)c3ccccc3)nc2n1
Spin multiplicity   1
Energy relative to the best compared isomer or geometry (same formula, charge and spin)   2.8 kJ/mol
E_HOMO   -0.3270 hartree
Kohn-Sham gap   9.323 eV

Bonds (Å) are listed after each position.
Positions of all 49 atoms, in Å:
1 C 3.469 -4.278 -2.268  C2 1.492, H29 1.089, H30 1.089, H31 1.085
2 C 2.222 -3.802 -1.600  C1 1.492, C3 1.414, N28 1.312
3 C 0.991 -4.452 -1.845  C2 1.414, C4 1.371, H32 1.078
4 C -0.153 -4.012 -1.231  C3 1.371, C5 1.486, N6 1.347
5 C -1.514 -4.590 -1.384  C4 1.486, H33 1.090, H34 1.089, H35 1.086
6 N -0.009 -2.953 -0.411  C4 1.347, N7 1.332, C27 1.402
7 N -0.935 -2.325 0.312  N6 1.332, C8 1.325
8 C -0.248 -1.381 0.939  N7 1.325, C9 1.493, N26 1.343
9 C -0.854 -0.490 1.972  C8 1.493, O10 1.216, N11 1.348
10 O -1.172 -0.933 3.059  C9 1.216
11 N -0.984 0.805 1.623  C9 1.348, C12 1.446, C13 1.455
12 C -1.445 1.751 2.614  N11 1.446, H36 1.090, H37 1.092, H38 1.089
13 C -0.611 1.309 0.310  N11 1.455, C14 1.516, C20 1.517, H39 1.099
14 C -1.648 2.314 -0.150  C13 1.516, C15 1.389, C19 1.389
15 C -2.825 1.853 -0.727  C14 1.389, C16 1.383, H40 1.081
16 C -3.809 2.741 -1.125  C15 1.383, C17 1.384, H41 1.080
17 C -3.625 4.102 -0.950  C16 1.384, C18 1.384, H42 1.080
18 C -2.457 4.569 -0.373  C17 1.384, C19 1.384, H43 1.080
19 C -1.474 3.681 0.029  C14 1.389, C18 1.384, H44 1.080
20 C 0.805 1.850 0.264  C13 1.517, C21 1.386, C25 1.391
21 C 1.683 1.711 1.328  C20 1.386, C22 1.385, H45 1.079
22 C 2.976 2.196 1.233  C21 1.385, C23 1.383, H46 1.080
23 C 3.406 2.819 0.076  C22 1.383, C24 1.385, H47 1.080
24 C 2.538 2.947 -0.996  C23 1.385, C25 1.382, H48 1.080
25 C 1.247 2.463 -0.903  C20 1.391, C24 1.382, H49 1.081
26 N 1.066 -1.355 0.662  C8 1.343, C27 1.319
27 C 1.236 -2.348 -0.190  N6 1.402, N26 1.319, N28 1.321
28 N 2.332 -2.775 -0.790  C2 1.312, C27 1.321
29 H 3.671 -5.312 -1.992  C1 1.089
30 H 3.356 -4.235 -3.350  C1 1.089
31 H 4.302 -3.653 -1.965  C1 1.085
32 H 0.952 -5.297 -2.513  C3 1.078
33 H -2.178 -3.853 -1.832  C5 1.090
34 H -1.919 -4.828 -0.401  C5 1.089
35 H -1.490 -5.482 -2.002  C5 1.086
36 H -0.749 2.587 2.690  C12 1.090
37 H -2.436 2.132 2.358  C12 1.092
38 H -1.499 1.227 3.567  C12 1.089
39 H -0.653 0.455 -0.380  C13 1.099
40 H -2.971 0.790 -0.859  C15 1.081
41 H -4.719 2.370 -1.572  C16 1.080
42 H -4.391 4.797 -1.262  C17 1.080
43 H -2.309 5.629 -0.232  C18 1.080
44 H -0.565 4.051 0.477  C19 1.080
45 H 1.369 1.206 2.228  C21 1.079
46 H 3.651 2.080 2.068  C22 1.080
47 H 4.415 3.198 0.004  C23 1.080
48 H 2.868 3.423 -1.908  C24 1.080
49 H 0.572 2.559 -1.743  C25 1.081

How is the electron density shared among the atoms? According to Löwdin, the charges in e are:
1. C -0.03
2. C -0.32
3. C 0.03
4. C -0.22
5. C -0.01
6. N 0.00
7. N 0.18
8. C -0.27
9. C -0.41
10. O 0.08
11. N -0.05
12. C -0.01
13. C -0.21
14. C -0.20
15. C -0.03
16. C -0.08
17. C -0.09
18. C -0.07
19. C -0.04
20. C -0.19
21. C -0.04
22. C -0.07
23. C -0.09
24. C -0.08
25. C -0.04
26. N 0.22
27. C -0.31
28. N 0.19
29. H 0.08
30. H 0.08
31. H 0.08
32. H 0.12
33. H 0.09
34. H 0.09
35. H 0.08
36. H 0.10
37. H 0.10
38. H 0.09
39. H 0.15
40. H 0.12
41. H 0.10
42. H 0.10
43. H 0.10
44. H 0.12
45. H 0.11
46. H 0.10
47. H 0.10
48. H 0.10
49. H 0.12